(1)
C24H30N4O3 | ωB97M-V/def2-TZVPD

CARTESIAN COORDINATES (ANGSTROEM)
O 6.26 2.05 1.75
C 6.14 0.96 1.25
N 5.03 0.47 0.65
C 3.80 1.08 0.41
C 3.51 2.38 0.83
C 2.27 2.92 0.57
C 1.30 2.20 -0.11
C 1.59 0.91 -0.54
C 2.83 0.36 -0.28
H 3.05 -0.65 -0.62
H 0.85 0.34 -1.09
O 0.12 2.83 -0.39
C -1.05 2.12 -0.44
C -1.32 1.04 0.40
C -2.55 0.41 0.35
C -3.53 0.85 -0.53
C -3.27 1.94 -1.36
C -2.04 2.57 -1.31
H -1.83 3.41 -1.94
H -4.03 2.29 -2.04
N -4.75 0.17 -0.54
C -5.87 0.42 -1.26
O -6.01 1.29 -2.10
C -6.99 -0.58 -0.94
N -6.86 -1.08 0.42
C -7.71 -2.23 0.70
H -7.29 -2.74 1.58
C -9.11 -1.68 1.04
H -9.73 -1.66 0.15
H -9.61 -2.30 1.79
C -8.83 -0.26 1.56
H -9.35 0.48 0.96
H -9.14 -0.13 2.59
C -7.30 -0.10 1.41
H -6.81 -0.34 2.36
H -7.01 0.91 1.11
H -7.71 -2.93 -0.13
H -6.87 -1.42 -1.63
H -7.95 -0.09 -1.15
H -4.85 -0.58 0.13
H -2.75 -0.42 1.00
H -0.57 0.70 1.10
H 2.04 3.93 0.88
H 4.26 2.94 1.35
H 5.15 -0.47 0.26
C 7.27 -0.07 1.26
N 7.18 -0.97 0.13
C 7.98 -2.18 0.25
H 7.53 -2.85 0.99
C 7.99 -2.77 -1.16
H 8.95 -3.22 -1.39
H 7.22 -3.53 -1.26
C 7.68 -1.56 -2.08
H 8.45 -1.42 -2.84
H 6.73 -1.70 -2.58
C 7.61 -0.37 -1.12
H 6.90 0.39 -1.45
H 8.60 0.10 -1.02
H 9.01 -1.95 0.58
H 7.16 -0.66 2.18
H 8.23 0.46 1.32

Summary:
- SMILES string = O=C(CN1CCCC1)Nc1ccc(Oc2ccc(NC(=O)CN3CCCC3)cc2)cc1
- relative energy (zero: lowest compared OMol25 entry of this formula, charge and spin) (kcal per mole) = 54.53



(2)
C39H76F18N5O17 | ωB97M-V/def2-TZVPD

CARTESIAN COORDINATES (ANGSTROEM)
C -3.21 -4.33 2.19
C -2.33 -5.05 3.23
O -2.38 -6.19 3.66
N -1.35 -4.06 3.88
H -1.28 -3.18 3.40
H -1.63 -3.73 4.79
C 0.07 -4.72 3.90
H -3.83 -3.49 2.49
H -3.86 -4.95 1.57
H -2.52 -3.99 1.42
H 0.85 -4.00 4.16
H 0.32 -5.18 2.94
H -0.10 -5.43 4.71
C -4.05 2.32 -2.42
C -3.08 3.54 -2.28
O -2.11 3.66 -3.01
N -3.35 4.57 -1.08
H -4.29 4.88 -1.30
H -3.32 4.05 -0.21
C -2.25 5.60 -0.95
H -3.59 1.64 -3.14
H -4.98 2.63 -2.88
H -4.09 1.80 -1.46
H -1.35 4.99 -0.82
H -2.49 6.17 -0.06
H -2.28 6.25 -1.83
C 1.26 0.05 5.01
C 0.85 0.76 6.31
O 0.49 1.89 6.35
N 0.78 -0.18 7.56
H 1.05 -1.11 7.27
H 1.44 0.04 8.30
C -0.65 -0.27 8.07
H 2.24 -0.42 4.99
H 1.21 0.72 4.15
H 0.57 -0.78 4.81
H -1.37 -0.44 7.27
H -0.95 0.61 8.63
H -0.61 -1.13 8.74
C -3.98 -1.83 -0.15
C -4.23 -0.46 0.46
O -5.16 0.25 0.11
N -3.34 -0.02 1.62
H -2.48 -0.55 1.62
H -3.09 0.95 1.52
C -4.01 -0.14 2.97
H -4.67 -2.55 0.29
H -2.98 -2.10 0.18
H -4.26 -1.86 -1.20
H -4.69 0.70 3.13
H -3.32 -0.09 3.80
H -4.61 -1.05 2.93
C 7.67 -3.23 -2.02
C 6.33 -2.66 -1.51
O 6.01 -2.69 -0.32
N 5.38 -2.07 -2.54
H 5.86 -1.95 -3.42
H 4.58 -2.63 -2.78
C 4.85 -0.71 -2.03
H 7.46 -3.95 -2.81
H 8.22 -3.69 -1.20
H 8.30 -2.47 -2.49
H 4.57 -0.07 -2.87
H 5.66 -0.06 -1.71
H 4.19 -0.74 -1.17
C 0.00 -0.84 1.60
O -0.61 -0.64 0.32
O -1.01 -1.57 2.26
C 1.41 -1.63 1.51
F 1.19 -2.89 1.13
F 2.20 -1.08 0.59
F 2.08 -1.67 2.64
C -0.24 0.39 -0.47
C -1.10 0.35 -1.65
H -2.17 0.19 -1.49
H -0.97 1.29 -2.19
H -0.85 -0.42 -2.38
H 0.70 0.19 -0.99
H -0.30 1.38 -0.01
H 0.24 0.06 2.16
C 5.03 3.71 3.84
O 4.92 2.90 2.60
O 5.90 4.79 3.54
C 3.53 4.09 4.21
F 2.77 3.12 4.76
F 3.56 4.97 5.17
F 2.85 4.51 3.22
C 4.64 1.49 2.73
C 4.79 0.85 1.35
H 5.79 0.91 0.92
H 4.67 -0.23 1.45
H 4.02 1.27 0.69
H 3.62 1.36 3.09
H 5.23 1.00 3.51
H 5.33 3.14 4.72
C -2.16 3.48 2.38
O -0.96 2.94 1.73
O -3.22 3.10 1.53
C -2.20 3.05 3.87
F -1.91 1.75 4.00
F -1.34 3.73 4.67
F -3.47 3.35 4.28
C 0.34 3.40 2.25
C 1.40 2.97 1.33
H 2.27 3.63 1.36
H 1.66 1.93 1.52
H 0.99 2.96 0.32
H 0.67 3.06 3.23
H 0.37 4.49 2.24
H -2.05 4.57 2.33
C 2.79 2.69 -2.43
O 2.73 1.87 -3.63
O 4.16 2.70 -2.15
C 2.27 4.12 -2.67
F 2.98 4.90 -3.41
F 1.15 3.98 -3.32
F 2.09 4.82 -1.53
C 1.59 1.10 -3.89
C 1.89 0.09 -5.09
H 1.07 -0.57 -5.36
H 2.21 0.61 -5.99
H 2.68 -0.59 -4.75
H 0.69 1.66 -4.15
H 1.37 0.56 -2.97
H 2.17 2.19 -1.67
C 1.92 -3.86 -3.30
O 0.81 -4.40 -2.45
O 3.08 -3.80 -2.57
C 1.86 -4.44 -4.74
F 2.60 -3.74 -5.59
F 2.39 -5.64 -4.90
F 0.60 -4.38 -5.31
C -0.34 -3.63 -2.33
C -1.36 -4.34 -1.49
H -2.39 -4.13 -1.80
H -1.31 -5.42 -1.56
H -1.24 -4.04 -0.45
H -0.75 -3.37 -3.31
H -0.32 -2.65 -1.84
H 1.64 -2.81 -3.42
C -5.48 0.75 -6.00
O -4.33 0.23 -5.38
O -5.47 2.13 -5.78
C -5.55 0.14 -7.42
F -4.38 0.16 -7.96
F -6.14 -1.10 -7.52
F -6.41 0.88 -8.21
C -4.22 -1.19 -5.22
C -3.10 -1.40 -4.30
H -3.19 -0.92 -3.33
H -2.76 -2.42 -4.12
H -2.21 -0.97 -4.76
H -4.08 -1.72 -6.17
H -5.13 -1.65 -4.81
H -6.33 0.26 -5.53

Summary:
- total charge = -1



(3)
C18H41N2O12 | ωB97M-V/def2-TZVPD

CARTESIAN COORDINATES (ANGSTROEM)
O 17.58 14.07 -17.63
H 17.19 14.90 -17.92
H 17.71 13.99 -16.68
H 17.06 13.38 -18.03
C 17.71 12.72 -12.85
C 17.85 12.70 -14.27
C 17.95 11.30 -15.05
O 18.31 11.24 -16.22
C 17.82 10.11 -14.20
C 17.75 10.23 -12.87
C 17.70 11.57 -12.13
O 17.70 11.77 -10.87
O 17.71 9.11 -12.20
O 17.75 13.73 -14.96
H 17.85 13.65 -12.31
H 17.75 9.10 -14.58
O 16.27 16.42 -17.87
H 15.63 16.83 -18.46
H 16.28 16.99 -17.10
O 19.98 15.67 -15.34
H 19.13 15.50 -14.94
H 20.14 14.91 -15.91
O 20.20 13.17 -16.66
H 19.53 12.55 -16.35
H 20.95 12.62 -16.89
C 14.33 14.31 -16.00
O 14.96 13.62 -17.09
C 14.82 12.21 -16.97
C 15.20 11.58 -18.31
N 16.62 11.78 -18.60
C 16.97 11.63 -20.06
C 18.43 11.82 -20.44
O 18.72 13.24 -20.34
C 20.09 13.54 -20.77
H 14.66 15.34 -16.11
H 14.57 13.95 -15.00
H 13.24 14.35 -16.11
H 13.78 11.91 -16.83
H 15.39 11.92 -16.09
H 14.61 11.99 -19.13
H 14.96 10.52 -18.23
H 17.08 11.03 -18.10
H 16.37 12.24 -20.74
H 16.66 10.60 -20.27
H 18.48 11.68 -21.52
H 19.18 11.20 -19.94
H 20.26 13.20 -21.79
H 20.85 13.11 -20.11
H 20.28 14.60 -20.64
C 9.68 14.28 -26.61
O 10.89 13.64 -26.21
C 11.91 13.71 -27.16
C 13.23 13.28 -26.46
N 13.60 14.32 -25.53
C 14.58 13.85 -24.53
C 14.64 14.77 -23.28
O 15.10 14.09 -22.17
C 14.99 14.93 -21.01
H 9.15 13.63 -27.31
H 9.79 15.21 -27.16
H 9.03 14.47 -25.76
H 11.99 14.65 -27.70
H 11.66 13.05 -27.99
H 13.96 13.14 -27.26
H 13.00 12.33 -25.97
H 12.76 14.51 -25.00
H 15.55 13.72 -25.02
H 14.33 12.82 -24.30
H 13.58 14.96 -23.08
H 15.13 15.72 -23.46
H 15.42 14.46 -20.12
H 13.95 15.12 -20.74
H 15.48 15.89 -21.18

Summary:
- spin multiplicity = 2
- total charge = -2



| no. | E_tot (a.u.) |
| --- | --- |
| 1 | -1377.3141 |
| 2 | -4881.5324 |
| 3 | -1722.6422 |